No. 1
This record from the Open Molecules 2025 dataset describes a molecular structure, C18H25N3O2 at a distorted geometry. The level of theory is ωB97M-V/def2-TZVPD.

Values from the calculation:
Electronic energy   -27621.6542 eV
HOMO   -9.01 eV
Maximum force   19.316 eV Å⁻¹
Total charge   0
Energy above the lowest of the compared OMol25 structures with the same formula, charge and spin   17.644 eV

Each line ends with the natural charge from an NBO analysis.
Cartesian coordinates (Å):
O  1.23  2.02  -4.46  -0.494
O  -3.80  1.72  2.12  -0.603
N  -1.70  2.46  -1.71  -0.476
N  -0.28  1.21  -0.28  -0.515
N  -2.60  1.94  0.38  -0.612
C  -2.29  -0.35  3.11  -0.127
C  -0.68  -2.16  0.24  -0.609
C  -1.58  0.96  2.34  -0.347
C  -0.92  2.27  -2.71  0.152
C  -2.01  -2.86  2.43  -0.445
C  -2.15  -2.36  0.95  -0.384
C  2.94  1.35  -2.86  -0.516
C  -1.35  1.71  -0.50  0.634
C  1.95  -0.88  -2.48  -0.592
C  4.25  -0.22  -1.35  -0.611
C  -2.78  1.43  1.60  0.665
C  0.45  1.39  -1.16  0.289
C  -1.52  0.94  3.81  -0.399
C  1.51  1.89  -3.39  0.645
C  2.96  0.24  -1.83  -0.057
C  1.97  0.63  -0.66  -0.392
C  -1.38  -1.69  3.23  -0.379
C  0.48  1.76  -2.30  -0.263
H  -0.65  0.49  1.86  0.269
H  3.37  0.94  -3.88  0.230
H  1.04  -0.73  -2.71  0.185
H  4.69  -0.82  -2.35  0.218
H  -0.21  -3.03  0.31  0.190
H  -2.33  1.39  4.27  0.228
H  3.27  2.28  -2.56  0.215
H  4.84  0.77  -0.93  0.233
H  -1.17  2.88  -3.58  0.218
H  -2.62  -1.25  0.70  0.204
H  -1.28  -1.96  4.37  0.212
H  -3.12  -0.55  3.32  0.150
H  -0.09  -1.52  2.90  0.182
H  -0.97  -1.98  -0.82  0.197
H  -2.90  -2.89  2.61  0.196
H  -2.58  -3.16  0.20  0.206
H  2.66  -1.55  -3.25  0.195
H  -1.10  -3.56  2.43  0.229
H  2.53  1.52  -0.13  0.184
H  4.07  -0.97  -0.57  0.222
H  -0.26  -1.27  0.67  0.199
H  2.10  -1.71  -1.70  0.209
H  -0.38  0.95  4.41  0.233
H  1.73  -0.08  -0.02  0.191
H  -3.37  2.44  -0.07  0.440



No. 2
This record from the Open Molecules 2025 dataset describes C22H25F3N4O2 in the gas phase at a distorted geometry. The level of theory is ωB97M-V/def2-TZVPD.

Values from the calculation:
Electronic energy   -41426.7089 eV
HOMO   -7.95 eV
Maximum force   1.043 eV Å⁻¹
Total charge   0
SMILES string   O=C(c1cc[n+]([O-])cc1)N1CCC[C@H](N2CCN(c3cccc(C(F)(F)F)c3)CC2)C1

Each line ends with the natural charge from an NBO analysis.
Cartesian coordinates (Å):
F  6.52  1.48  0.21  -0.331
F  7.06  0.41  -1.58  -0.329
F  8.07  -0.01  0.27  -0.321
O  -7.68  -1.83  -1.36  -0.524
O  -2.41  -0.96  1.81  -0.626
N  2.27  -1.36  -0.77  -0.427
N  -2.62  1.11  0.93  -0.434
N  -6.63  -1.45  -0.80  0.122
N  0.27  0.62  -0.14  -0.456
C  6.12  -1.88  0.84  -0.246
C  1.47  0.96  -0.89  -0.240
C  1.09  -1.68  0.00  -0.198
C  0.58  -0.46  0.78  -0.267
C  -1.38  1.57  1.52  -0.241
C  -3.02  -0.16  1.11  0.676
C  -4.26  -1.52  -0.59  -0.182
C  -6.67  -0.53  0.20  -0.037
C  -3.27  2.04  0.03  -0.208
C  3.52  -1.49  -0.21  0.192
C  1.96  -0.27  -1.66  -0.220
C  -4.28  -0.56  0.42  -0.133
C  6.87  0.25  -0.25  0.964
C  3.84  -2.61  0.57  -0.238
C  5.11  -2.80  1.09  -0.188
C  4.56  -0.57  -0.46  -0.287
C  -0.96  2.64  -0.70  -0.418
C  5.83  -0.78  0.06  -0.057
C  -2.33  3.19  -0.34  -0.409
C  -0.31  1.83  0.45  -0.030
C  -5.43  -1.94  -1.18  -0.036
C  -5.53  -0.08  0.81  -0.193
H  -1.07  1.97  -1.56  0.217
H  -5.62  0.64  1.61  0.230
H  -0.31  3.47  -1.00  0.216
H  2.27  1.31  -0.21  0.172
H  1.25  1.76  -1.60  0.207
H  1.28  -2.49  0.70  0.212
H  -3.56  1.50  -0.88  0.208
H  -1.06  0.83  2.25  0.253
H  -1.56  2.50  2.06  0.203
H  1.34  -0.17  1.52  0.164
H  7.11  -2.03  1.24  0.228
H  0.31  -2.01  -0.70  0.198
H  5.31  -3.67  1.68  0.217
H  -5.46  -2.67  -1.97  0.233
H  4.39  0.31  -1.05  0.222
H  -0.33  -0.78  1.30  0.247
H  -2.75  3.73  -1.18  0.226
H  1.14  -0.61  -2.31  0.205
H  -3.32  -1.95  -0.90  0.236
H  3.09  -3.36  0.77  0.212
H  -7.66  -0.19  0.47  0.233
H  2.81  -0.03  -2.29  0.213
H  -2.25  3.89  0.49  0.201
H  -4.19  2.44  0.49  0.194
H  0.48  2.43  0.94  0.176



No. 3
This record from the Open Molecules 2025 dataset describes 6 unconnected molecules or ions with the total composition CH16N2O5 at a distorted geometry. The level of theory is ωB97M-V/def2-TZVPD.

Values from the calculation:
Electronic energy   -14512.6566 eV
HOMO   -8.84 eV
Maximum force   5.337 eV Å⁻¹
Total charge   0
Energy above the lowest of the compared OMol25 structures with the same formula, charge and spin   2.552 eV
SMILES string   NCN.O.O.O.O.O

Each line ends with the natural charge from an NBO analysis.
Cartesian coordinates (Å):
O  1.65  -3.68  4.11  -0.977
O  1.20  -1.48  1.70  -0.968
O  -0.61  0.06  -3.86  -0.950
O  -1.52  0.72  -1.11  -0.964
O  -2.38  -2.56  0.31  -0.947
N  0.59  1.67  0.40  -0.892
N  0.22  3.64  -0.89  -0.877
C  0.98  2.51  -0.70  -0.040
H  1.09  -4.00  3.46  0.494
H  0.74  4.57  -1.00  0.376
H  -0.58  3.60  -1.52  0.370
H  -2.36  -2.55  1.23  0.471
H  -1.66  0.27  -1.98  0.498
H  -2.05  -1.76  -0.05  0.477
H  -0.06  0.48  -3.13  0.475
H  1.06  -1.04  0.92  0.490
H  0.96  1.86  -1.60  0.125
H  -0.01  -0.62  -4.17  0.478
H  -2.20  1.27  -0.99  0.466
H  2.00  -1.86  1.89  0.475
H  2.09  2.76  -0.62  0.180
H  1.85  -2.83  4.30  0.484
H  1.15  1.65  1.25  0.378
H  -0.37  1.49  0.45  0.380



No. 4
This record from the Open Molecules 2025 dataset describes 2 unconnected molecules or ions with the total composition C5H14 at a distorted geometry. The level of theory is ωB97M-V/def2-TZVPD.

Values from the calculation:
Electronic energy   -5411.8453 eV
HOMO   -11.34 eV
Maximum force   1.046 eV Å⁻¹
Total charge   0
Energy above the lowest of the compared OMol25 structures with the same formula, charge and spin   0.204 eV
SMILES string   CCC.CC

Each line ends with the natural charge from an NBO analysis.
Cartesian coordinates (Å):
C  -2.00  -0.89  0.64  -0.597
C  1.52  2.23  0.24  -0.607
C  -0.74  -1.40  -0.08  -0.399
C  -0.32  -2.78  0.42  -0.616
C  1.45  2.68  -1.21  -0.608
H  -0.98  -1.43  -1.14  0.195
H  -2.25  0.13  0.38  0.208
H  2.47  2.52  0.67  0.202
H  0.78  2.73  0.85  0.204
H  1.44  1.15  0.37  0.202
H  0.03  -0.63  0.04  0.195
H  -1.86  -1.00  1.71  0.197
H  -0.14  -3.51  -0.37  0.210
H  2.36  2.42  -1.77  0.202
H  -2.83  -1.56  0.42  0.198
H  0.64  2.19  -1.75  0.202
H  0.60  -2.72  1.01  0.208
H  1.32  3.76  -1.33  0.205
H  -1.08  -3.20  1.08  0.202



No. 5
This record from the Open Molecules 2025 dataset describes 2 unconnected molecules or ions with the total composition C2H6OS2 at a distorted geometry. The level of theory is ωB97M-V/def2-TZVPD.

Values from the calculation:
Electronic energy   -25887.5168 eV
HOMO   -9.19 eV
Maximum force   5.788 eV Å⁻¹
Total charge   0
Energy above the lowest of the compared OMol25 structures with the same formula, charge and spin   1.180 eV
SMILES string   C=O.CSS

Each line ends with the natural charge from an NBO analysis.
Cartesian coordinates (Å):
S  -1.39  -0.18  -1.69  -0.162
S  -0.43  -1.05  -0.02  0.071
O  3.68  2.41  -0.03  -0.505
C  -1.78  -0.86  1.21  -0.732
C  2.86  1.48  -0.34  0.258
H  -1.72  -1.23  -2.53  0.139
H  -2.17  -1.81  1.05  0.216
H  2.24  1.08  0.45  0.117
H  2.67  1.01  -1.29  0.128
H  -1.39  -0.76  2.22  0.230
H  -2.56  -0.08  0.96  0.242